The following is a DFT calculation (ωB97M-V/def2-TZVPD) of an isolated ion of composition C4HS6 and charge -1.

Calculated values
HOMO-LUMO gap (spin up / spin down): 5.33 / 5.29 eV
Calculated total energy: -2542.08449 Ha
Lowest unoccupied orbital energy (spin up / spin down): 0.9 / 0.8 eV
Energy relative to the best compared isomer or geometry (same formula, charge and spin): 268.4 kJ/mol
Total charge: -1

Each line ends with the natural charge from an NBO analysis.
Atoms and positions in Å:
H  3.277  0.577  0.245  0.11
S  2.184  0.579  0.856  0.01
C  1.381  -0.756  -0.253  -0.35
C  -1.048  0.089  0.039  -0.30
S  2.273  -1.590  -1.265  0.01
S  -1.086  -2.741  0.144  -0.22
C  -1.468  1.399  -0.028  -0.35
S  -0.622  2.317  -1.177  -0.19
S  -2.252  -1.104  0.504  0.34
S  -2.720  1.812  0.992  -0.19
C  0.081  -0.583  -0.057  0.14